Record 1
This record from the Open Molecules 2025 dataset describes C6H3N7 in the gas phase in a non-equilibrium geometry. The level of theory is ωB97M-V with the def2-TZVPD basis set.

Each line ends with the natural charge from an NBO analysis.
Atoms and positions in Å:
1 N 1.396 1.890 -0.807  -0.48
2 N -0.385 0.748 0.230  -0.39
3 N -2.354 0.349 -1.009  -0.47
4 N -0.214 0.178 2.456  -0.48
5 N -2.114 -0.228 1.280  -0.51
6 N -0.640 1.517 -1.926  -0.51
7 N 1.603 1.189 1.306  -0.49
8 C -0.931 0.204 1.302  0.59
9 C 1.009 0.623 2.385  0.32
10 C 0.654 2.001 -1.880  0.33
11 C 0.858 1.253 0.254  0.58
12 C -1.110 0.858 -0.899  0.58
13 C -2.803 -0.193 0.109  0.33
14 H -3.829 -0.588 0.049  0.20
15 H 1.647 0.605 3.284  0.20
16 H 1.066 2.474 -2.762  0.20

- frontier orbital gap (eV) = 8.4
- max |F| (hartree/bohr) = 0.0857

Record 2
This record from the Open Molecules 2025 dataset describes C3H7NO in the gas phase in a non-equilibrium geometry. The level of theory is ωB97M-V with the def2-TZVPD basis set.

Each line ends with the natural charge from an NBO analysis.
Atoms and positions in Å:
1 O -2.033 -0.498 -0.141  -0.71
2 N 1.747 -0.455 0.174  -0.84
3 C -0.833 -0.175 0.463  0.06
4 C 0.467 -0.014 -0.376  -0.09
5 C -0.268 1.200 0.013  -0.44
6 H -0.888 1.663 -0.683  0.22
7 H 1.816 -1.508 0.245  0.37
8 H 2.523 -0.138 -0.436  0.36
9 H -0.727 -0.272 1.598  0.18
10 H -2.156 -1.443 -0.219  0.47
11 H 0.305 -0.270 -1.428  0.18
12 H 0.046 1.910 0.791  0.22

- frontier orbital gap (eV) = 10.2
- max |F| (hartree/bohr) = 0.0566

Record 3
This record from the Open Molecules 2025 dataset describes 7 unconnected molecules or ions with the total composition C19H16BrCl24O3P in a non-equilibrium geometry. The level of theory is ωB97M-V with the def2-TZVPD basis set.

Each line ends with the natural charge from an NBO analysis.
Atoms and positions in Å:
1 Br -7.684 -1.929 1.203  -0.21
2 Cl 4.478 -6.510 5.477  0.06
3 Cl 5.768 2.101 -4.537  0.05
4 Cl 5.462 7.019 -1.232  0.05
5 Cl -2.282 -2.410 4.990  0.05
6 Cl 4.941 -5.473 8.156  0.06
7 Cl 5.042 -2.964 1.919  0.05
8 Cl 4.509 -3.637 5.940  0.05
9 Cl 3.499 4.227 -0.729  0.06
10 Cl 2.305 -5.249 6.945  0.05
11 Cl 1.097 2.711 -1.362  0.05
12 Cl 4.127 9.604 -1.204  0.06
13 Cl 6.393 9.118 0.554  0.06
14 Cl 6.422 1.747 -1.724  0.05
15 Cl 0.150 -1.300 3.842  0.05
16 Cl 0.236 -3.844 5.252  0.05
17 Cl 6.069 -2.868 -0.802  0.05
18 Cl 5.201 -0.430 -3.219  0.05
19 Cl 3.037 1.642 0.524  0.06
20 Cl 3.269 -3.498 -0.325  0.05
21 Cl -1.072 -3.660 2.659  0.05
22 Cl 3.850 7.800 1.061  0.05
23 Cl 3.641 1.935 -2.558  0.04
24 Cl 4.253 -0.800 0.141  0.05
25 Cl 1.399 3.930 1.263  0.06
26 P -7.809 -0.829 -0.781  0.99
27 O -8.540 0.775 -0.593  -0.96
28 O -4.312 -0.090 -4.911  -0.53
29 O -5.107 0.244 0.784  -0.53
30 C -3.054 0.046 -2.590  -0.02
31 C -5.893 -0.572 -2.971  -0.21
32 C 2.258 3.127 -0.076  -0.21
33 C 4.058 -5.217 6.630  -0.21
34 C 0.320 -0.734 0.717  -0.65
35 C 4.958 8.385 -0.205  -0.21
36 C -3.210 0.203 -1.088  -0.04
37 C -0.742 -2.803 4.186  -0.21
38 C -1.335 -0.940 0.595  -0.41
39 C -4.394 -0.212 -3.560  0.50
40 C -1.896 0.467 -0.115  -0.27
41 C -4.770 0.045 -0.510  0.50
42 C -1.490 -2.605 -2.949  -0.43
43 C -2.207 1.570 1.103  -0.63
44 C 4.658 -2.533 0.233  -0.21
45 C 5.258 1.338 -3.009  -0.21
46 C -1.629 0.100 -3.396  -0.49
47 C -1.348 -1.457 -3.933  -0.19
48 C -6.047 -0.431 -1.479  -0.39
49 H 0.557 0.257 1.339  0.21
50 H -1.079 -1.701 -5.049  0.24
51 H -3.245 2.093 0.904  0.24
52 H -0.966 0.911 -0.681  0.24
53 H -1.744 -1.090 1.683  0.22
54 H 0.849 -1.608 1.288  0.23
55 H -0.871 -3.587 -3.107  0.22
56 H -1.806 0.811 -4.338  0.26
57 H 0.815 -0.558 -0.355  0.21
58 H -1.486 -1.870 -0.114  0.22
59 H -2.235 -2.583 -2.040  0.22
60 H -1.383 2.427 1.081  0.21
61 H -6.789 -0.899 -3.688  0.28
62 H -0.730 0.558 -2.813  0.25
63 H -2.182 1.041 2.173  0.23
64 H -9.542 0.659 -0.603  0.50

- frontier orbital gap (eV) = 7.1
- max |F| (hartree/bohr) = 0.1631

Record 4
This record from the Open Molecules 2025 dataset describes C3H8P2 in the gas phase in a non-equilibrium geometry. The level of theory is ωB97M-V with the def2-TZVPD basis set.

Each line ends with the natural charge from an NBO analysis.
Atoms and positions in Å:
1 P 0.142 1.433 0.005  0.54
2 P 2.741 0.791 -1.480  0.39
3 C -1.282 0.267 0.432  -0.73
4 C 1.018 0.501 -1.445  -0.85
5 C -0.702 -1.007 0.946  -0.64
6 H -1.281 -1.302 1.857  0.22
7 H 2.659 2.058 -0.959  -0.02
8 H 0.354 -0.891 1.449  0.21
9 H 0.447 -0.403 -1.873  0.22
10 H -0.592 -1.971 0.307  0.23
11 H -1.898 0.822 1.093  0.23
12 H 2.965 1.214 -2.800  -0.01
13 H -1.801 0.001 -0.441  0.22

- frontier orbital gap (spin up / spin down) (eV) = 8.0 / 7.7
- multiplicity = 3
- max |F| (hartree/bohr) = 0.0873